This record from OMol25 describes the ion C5H4N with charge +1 in a non-equilibrium geometry. The level of theory is wB97M-V/def2-TZVPD.

Computed properties:
relative energy (zero: lowest compared OMol25 entry of this formula, charge and spin) = 142.5 kJ/mol
net charge = +1
gap between HOMO and LUMO = 8.4 eV
total energy = -247.20764 Ha

Each line ends with the Mulliken charge.
Cartesian coordinates (Å):
N -0.732681 1.789335 2.320903  -0.024
C -0.108008 0.811249 1.797198  0.402
C -1.454047 2.677831 2.156110  0.195
C 0.391285 -1.027963 0.141275  -0.400
C -0.080494 0.033203 0.898097  0.130
C 0.209961 -1.218994 -1.157818  -0.575
H 0.822015 -1.969318 -1.677252  0.289
H -2.189434 3.526249 2.120286  0.403
H 1.015554 -1.832837 0.505452  0.291
H -0.158528 -0.421199 -1.786981  0.289

Cartesian forces (eV/Å) of the 2 atoms listed first:
-2.3 3.2 -0.5
0.4 -0.1 1.0